(1)
This record from OMol25 describes a molecular structure, C12H32B2F8O12PtS4. The level of theory is ωB97M-V/def2-TZVPD.

Atoms and positions in Å:
Pt  -1.30365  1.60894  0.04375
S  -0.05475  2.31330  3.37224
S  -0.50641  -1.86954  1.22069
S  -1.30089  -1.08858  -3.18931
S  2.20551  0.80047  -1.00705
F  -2.93732  0.26668  0.06757
F  -2.95581  1.48219  1.83371
F  -1.29548  2.90222  -1.81840
F  -4.87096  0.76566  0.91042
F  -0.50771  3.73445  0.09683
F  -1.65735  4.96296  -1.34825
F  0.43642  4.38110  -1.87352
F  -3.56801  2.25496  -0.10262
O  -0.04810  -1.64706  2.77199
O  0.11196  3.73859  3.72871
O  -1.73620  -2.69555  1.12016
O  -0.58702  1.91304  2.07784
O  -0.47656  -0.50585  0.69249
O  2.07180  -0.19911  -2.28986
O  -2.78567  -0.97193  -3.88225
O  3.26661  0.24837  -0.21444
O  -0.37742  -1.23888  -4.27394
O  -1.15641  -0.03340  -2.20330
O  0.85919  1.18979  -0.56337
O  1.44701  1.51348  3.64754
C  2.60227  1.77323  2.90185
C  3.47311  0.47188  3.05777
C  1.04921  -2.72875  0.63108
C  0.23851  -2.43463  5.01693
C  -4.74275  0.26408  -4.79094
C  -1.53772  -2.71714  -2.26556
C  -0.24728  -2.81782  3.63767
C  2.98436  -2.28534  -3.17552
C  3.23576  -0.79559  -2.89454
C  -3.20983  0.22939  -4.59180
C  2.89266  2.27192  -1.86804
C  -1.01523  1.47195  4.71166
B  -0.68646  4.01665  -1.27152
B  -3.63695  1.17773  0.75431
H  1.25080  -2.03706  4.94412
H  -0.09658  -3.83205  3.26790
H  -2.85545  1.12709  -4.08519
H  1.31349  -3.72348  0.98993
H  3.39439  2.95731  -1.18495
H  -0.35747  -1.68676  5.54000
H  1.99897  -2.45887  -3.60797
H  4.15632  -0.66397  -2.32592
H  -1.87888  2.11943  4.86326
H  3.75294  -2.51447  -3.91368
H  3.52533  -0.34204  -3.84245
H  -1.22017  0.48653  4.29326
H  4.38049  0.62477  2.47350
H  -1.32035  -2.86550  3.82302
H  -0.55676  -3.02142  -1.90055
H  -5.19222  1.22076  -5.05708
H  -5.16053  -0.07452  -3.84283
H  -2.71019  0.28843  -5.55874
H  -0.44585  1.51041  5.64033
H  3.78155  0.25708  4.08091
H  3.09644  -0.44124  2.59687
H  2.29031  1.79312  1.85764
H  1.75460  -2.05413  1.11628
H  1.97463  2.77842  -2.16600
H  2.92031  2.76318  3.22890
H  -1.95347  -3.54897  -2.83416
H  3.44628  1.89801  -2.72931
H  3.17508  -3.04435  -2.41682
H  0.21569  -3.41126  5.50044
H  0.96449  -2.78700  -0.45406
H  -2.28300  -2.50256  -1.49965
H  -5.03338  -0.53899  -5.46822

Maximum force = 5.56 eV Å⁻¹
DFT total energy = -3940.12059 Ha
2S+1 = 3
Gap between HOMO and LUMO (spin up / spin down) = 10.13 / 8.73 eV
LUMO energy (spin up / spin down) = -0.1223 / -1.0620 eV
Molar mass = 865.33 g mol⁻¹
Net charge = 0

These are the Mulliken partial charges, in e, on atoms 1 to 6:
1. Pt 5.0591
2. S 0.8122
3. S 0.8367
4. S 1.0918
5. S 0.8714
6. F 0.1029

(2)
This record from OMol25 describes 4 unconnected molecules or ions with the total composition C19H36ClN2O14P3. The level of theory is ωB97M-V/def2-TZVPD.

Atoms and positions in Å:
Cl  -4.60384  1.36959  4.68548
P  -4.10546  -1.52220  -1.62161
P  2.22897  -1.40285  -4.73344
P  5.19619  2.41201  2.22193
O  -5.51763  -0.84413  -1.22134
O  0.76164  -1.74171  -4.11383
O  4.42346  1.21580  2.98915
O  3.01910  -1.64688  -3.33048
O  -4.63064  -3.04826  -1.58504
O  6.66707  3.05687  2.01392
O  2.51717  -2.44545  -5.73495
O  3.18486  -0.16018  -5.11585
O  4.26853  3.56040  2.20973
O  -0.83374  1.08624  0.24567
O  1.04610  -1.97052  2.67516
O  5.28951  1.65366  0.79293
O  -3.09924  -1.41988  -0.53911
O  -3.76065  -0.31926  -2.63364
N  -1.13443  3.04833  2.75360
N  -0.26209  -1.09391  0.92955
C  0.48260  -3.11372  -3.83509
C  3.04242  1.05686  2.64548
C  0.05492  -1.43671  2.30079
C  -2.46035  3.29329  2.19239
C  -0.90178  0.19793  1.02781
C  -2.73463  0.86558  2.77831
C  -1.61019  -1.23139  4.32776
C  -4.85951  -3.59586  -0.28176
C  -2.70126  -0.51352  4.77481
C  -1.10782  -0.89407  3.09121
C  7.08629  4.07402  2.94429
C  -1.66636  0.11523  2.32807
C  5.56909  0.25034  0.71948
C  -3.24700  0.51525  4.02403
C  -2.42252  -0.26024  -3.19466
C  3.08564  0.37472  -6.45086
C  -3.27795  1.98228  1.95208
C  2.36982  -1.20857  -2.11967
C  -6.75236  -1.34080  -1.75409
H  -5.31039  -2.86122  0.38414
H  5.94292  -0.14733  1.66058
H  0.15289  -3.62067  -4.73980
H  -4.28769  2.20707  2.27634
H  -6.60002  -2.00728  -2.60030
H  -1.08255  -1.70103  0.78325
H  2.00213  -2.08978  -1.59478
H  -3.03348  3.87546  2.91368
H  2.87813  1.20402  1.57867
H  -1.13600  2.97767  3.75707
H  -7.34992  -0.49147  -2.07786
H  -3.34045  1.73148  0.89908
H  8.16757  4.16077  2.86991
H  -3.13802  -0.72894  5.73706
H  4.65836  -0.28433  0.44768
H  -2.45595  0.39547  -4.06039
H  1.35351  -3.61924  -3.42115
H  3.08256  -0.68518  -1.48549
H  6.82261  3.81639  3.96786
H  2.76116  0.04024  2.91459
H  2.43347  1.75612  3.21450
H  6.62929  5.02368  2.67473
H  -5.54243  -4.43301  -0.41171
H  -1.15577  -2.02369  4.89976
H  -0.43702  3.69091  2.42041
H  1.52972  -0.55325  -2.32167
H  -2.33688  3.84276  1.26777
H  3.53308  1.36535  -6.44073
H  3.63623  -0.26248  -7.13945
H  -7.29077  -1.87777  -0.97290
H  -2.07520  -1.24099  -3.51085
H  -3.92517  -3.95777  0.14091
H  -0.32340  -3.12667  -3.10120
H  2.05044  0.45851  -6.77468
H  6.31872  0.09140  -0.05332
H  -1.73563  0.15652  -2.45995

Maximum force = 5.86 eV Å⁻¹
DFT total energy = -3392.79526 Ha
Gap between HOMO and LUMO = 8.88 eV
SMILES string = NCCc1c(Cl)ccc2c1C(=O)NC2=O.COP(=O)(OC)OC.COP(=O)(OC)OC.COP(=O)(OC)OC
LUMO energy = -0.1367 eV
Molar mass = 644.87 g mol⁻¹
Net charge = 0

These are the Mulliken partial charges, in e, on atoms 1 to 6:
1. Cl -0.2390
2. P 0.7921
3. P 0.8876
4. P 1.0363
5. O -0.3274
6. O -0.1270

(3)
This record from OMol25 describes a molecular structure, C27H27BrIrN7O2SSe2. The level of theory is ωB97M-V/def2-TZVPD.

Atoms and positions in Å:
Ir  -0.18773  -0.22501  -0.86726
Br  1.73231  0.31648  1.28316
Se  1.76190  1.15132  -3.86142
Se  -0.50238  0.68138  -3.51273
S  -0.68674  -2.38696  -2.33013
O  -3.86082  -1.76910  0.42318
O  -2.33060  -0.16504  -1.01174
N  -2.49366  1.00330  1.01289
N  -0.29585  2.13924  -1.23267
N  -0.63754  -2.21817  0.66394
N  -1.25127  0.78136  1.23554
N  -2.17202  -4.44783  -1.68638
N  -1.38360  -3.26268  0.09329
N  1.88251  -0.76643  -1.71617
C  -0.78309  2.27471  -2.46869
C  1.54120  1.42558  6.29753
C  -5.51392  1.39512  -0.37295
C  0.60726  0.86203  2.71387
C  2.51064  -1.77616  -1.07515
C  -6.83149  1.08189  -0.08744
C  3.79495  -2.17836  -1.34948
C  1.24818  1.03402  3.94430
C  4.48250  -1.53500  -2.37472
C  -7.14792  -0.18656  0.38765
C  1.15828  1.97183  7.49821
C  -0.65122  3.15124  6.37062
C  -4.85132  -0.82933  0.26967
C  0.80587  1.69033  5.10731
C  -4.51185  0.44662  -0.18844
C  -1.34042  3.43598  -2.95781
C  -0.75551  0.98319  2.45495
C  -0.29259  3.20820  -0.43728
C  -0.28598  2.59857  5.17264
C  2.53037  -0.19669  -2.73478
C  3.82923  -0.55338  -3.08913
C  -3.06918  0.79499  -0.39802
C  -1.46767  -3.42356  -1.23668
C  -1.35613  4.54068  -2.11202
C  -0.80707  4.42998  -0.84383
C  0.05853  2.82721  7.53701
C  -6.16585  -1.15039  0.56359
H  -5.25562  2.37805  -0.75112
H  1.92984  -2.27920  -0.31511
H  -1.77649  5.47873  -2.44961
H  -1.46666  3.85880  6.42450
H  4.30790  -0.07876  -3.93597
H  -2.61395  -5.12120  -1.07785
H  1.70738  1.75252  8.40285
H  -8.17674  -0.43646  0.60848
H  -1.73074  3.48626  -3.96508
H  0.14214  3.07837  0.54634
H  0.18415  -2.61207  1.11848
H  -1.21954  -1.79161  1.38134
H  -6.41125  -2.14564  0.90736
H  2.39705  0.76404  6.24812
H  -7.61224  1.81409  -0.23592
H  -1.95181  -3.81776  0.71882
H  -2.98071  1.79210  -0.85772
H  2.23478  0.58554  4.00959
H  4.23897  -2.98755  -0.78822
H  -1.43903  1.20960  3.26874
H  -3.16427  -1.49032  -0.20136
H  -2.30339  -4.56069  -2.67983
H  -0.78686  2.91451  4.26787
H  -0.23843  3.27239  8.47796
H  -3.11109  1.34404  1.75094
H  -0.77140  5.28035  -0.17772
H  5.49329  -1.82038  -2.63332

Maximum force = 0.31 eV Å⁻¹
DFT total energy = -9457.17402 Ha
2S+1 = 6
Gap between HOMO and LUMO (spin up / spin down) = 6.04 / 4.47 eV
LUMO energy (spin up / spin down) = -9.2394 / -10.8145 eV
Molar mass = 943.67 g mol⁻¹
Net charge = +3

These are the Mulliken partial charges, in e, on atoms 1 to 6:
1. Ir 1.4608
2. Br -0.0148
3. Se 0.1287
4. Se 0.1363
5. S -0.2854
6. O -0.6141